1.
DFT (wB97M-V/def2-TZVPD) results for a 4-piece molecular cluster, C10H31BO16P3 overall at a distorted geometry.

HOMO level = -0.85 eV
Largest force on an atom = 0.026 hartree/bohr
Net charge = -1
Orbital gap = 2.756 eV

```
61
Properties=species:S:1:pos:R:3:forces:R:3:lowdin_charge:R:1
O -3.2683 -0.0082 1.2904 -0.34 -0.11 -0.55 -0.180
C -3.3970 0.8374 2.4889 0.09 -0.97 0.90 -0.260
O -2.1672 1.6772 2.4592 -0.21 0.51 -0.68 0.008
B -1.1501 0.8505 2.7465 -0.78 0.11 0.44 -0.948
O -0.1594 0.5883 1.7995 0.79 0.04 -0.35 0.119
O -0.9979 0.2992 4.0257 1.02 -0.03 0.36 0.106
H -3.4613 -0.8997 1.5929 0.18 0.40 0.15 0.032
H -4.1955 1.5414 2.2834 -0.10 0.52 -0.33 0.010
H 0.5436 1.2475 1.8146 -0.09 -0.16 -0.04 0.093
H -0.7447 1.0090 4.6311 -0.47 -0.26 0.02 0.085
C -8.1809 0.0396 1.5852 -0.01 0.03 -0.12 -0.084
O -8.8885 0.4469 2.7743 -0.05 -0.12 -0.06 -0.237
P -8.0056 0.7159 4.0797 -0.07 0.13 -0.15 0.337
O -6.6473 0.2246 3.9869 0.20 -0.11 0.07 -0.197
O -8.9114 0.1038 5.2394 -0.20 0.06 0.00 -0.226
C -9.0788 -1.3151 5.2325 0.01 -0.11 0.01 -0.098
O -8.1534 2.2686 4.3434 -0.12 -0.05 0.22 -0.194
C -9.4460 2.8236 4.5870 -0.05 0.11 -0.01 -0.105
H -7.8029 -0.9735 1.7015 0.07 0.02 0.04 0.087
H -8.8924 0.0714 0.7631 -0.09 0.04 0.07 0.080
H -7.3492 0.7083 1.3748 0.06 -0.03 0.05 0.093
H -8.1191 -1.8148 5.0982 0.02 0.03 -0.01 0.090
H -9.7645 -1.6086 4.4358 0.02 0.02 -0.02 0.084
H -9.5011 -1.6001 6.1924 -0.01 0.06 0.04 0.083
H -9.8356 2.4802 5.5448 0.00 -0.05 -0.02 0.081
H -10.1408 2.5576 3.7888 0.01 -0.04 0.00 0.084
H -9.3334 3.9042 4.6155 0.09 0.01 -0.03 0.085
C 1.9445 -1.6934 1.8934 0.01 -0.08 0.03 -0.057
O 3.1115 -2.1869 1.1754 -0.05 0.10 0.08 -0.229
P 4.3911 -1.2578 1.0608 -0.28 -0.22 -0.11 0.321
O 4.1978 0.1328 1.4491 0.02 0.21 0.21 -0.219
O 4.8716 -1.5052 -0.4286 0.05 -0.05 -0.09 -0.223
C 4.0015 -1.0277 -1.4725 -0.13 -0.10 -0.13 -0.080
O 5.5149 -2.0064 1.8898 0.21 -0.01 -0.10 -0.206
C 5.9061 -3.3239 1.4997 0.04 -0.09 0.06 -0.105
H 1.4572 -0.9080 1.3331 -0.02 0.07 -0.03 0.064
H 1.2580 -2.5268 2.0067 0.08 -0.09 -0.07 0.091
H 2.2226 -1.3223 2.8768 0.04 0.04 -0.01 0.092
H 3.6754 -0.0093 -1.2665 0.03 0.02 0.04 0.091
H 3.1326 -1.6821 -1.5542 -0.01 0.01 0.09 0.090
H 4.5502 -1.0399 -2.4069 0.12 0.01 0.09 0.054
H 6.4219 -3.3002 0.5406 -0.04 0.02 -0.03 0.082
H 5.0392 -3.9825 1.4368 -0.02 0.02 -0.02 0.086
H 6.5850 -3.6990 2.2614 -0.01 0.06 0.07 0.083
C 3.6485 1.8692 -6.1743 -0.05 0.04 -0.07 -0.080
O 4.9583 1.3717 -6.5135 -0.08 0.12 0.10 -0.226
P 5.6836 0.4028 -5.4757 0.03 0.07 -0.23 0.337
O 5.0676 0.3670 -4.1582 -0.18 -0.05 0.15 -0.201
O 7.1885 0.8951 -5.5307 0.05 0.02 -0.11 -0.216
C 7.4620 2.2065 -5.0182 0.03 0.11 0.04 -0.082
O 5.7572 -0.9922 -6.2054 0.21 -0.02 0.02 -0.193
C 6.4709 -1.1081 -7.4427 0.02 -0.08 -0.12 -0.090
H 3.7180 2.5894 -5.3623 0.01 -0.04 0.05 0.090
H 3.2530 2.3583 -7.0600 0.09 -0.02 -0.07 0.085
H 2.9855 1.0578 -5.8832 0.02 -0.02 0.04 0.090
H 6.9844 2.3496 -4.0493 -0.02 -0.04 0.00 0.091
H 7.1114 2.9627 -5.7212 -0.03 -0.03 -0.01 0.087
H 8.5379 2.2937 -4.9037 0.03 -0.08 -0.02 0.087
H 7.5390 -0.9768 -7.2790 -0.01 0.05 0.04 0.085
H 6.1133 -0.3754 -8.1664 -0.01 0.03 0.03 0.087
H 6.2888 -2.1075 -7.8265 -0.07 -0.03 0.06 0.088
```
Forces are in eV/Å.

***

2.
DFT (wB97M-V/def2-TZVPD) results for a 8-piece molecular cluster, C28H28Cl9N5 overall at a distorted geometry.

Multiplicity = 2
HOMO level (spin up / spin down) = -0.28 / -4.96 eV
Largest force on an atom = 0.063 hartree/bohr
Expectation value of S² = 0.761
Net charge = -1
Orbital gap (spin up / spin down) = 2.771 / 7.435 eV

```
70
Properties=species:S:1:pos:R:3:forces:R:3:mulliken_spin:R:1
N 3.5579 3.1467 -2.9129 0.88 -0.05 -0.42 -0.001
C 4.2326 2.8795 -1.8045 -0.24 0.17 1.85 -0.002
C 5.2534 3.6458 -1.2608 1.49 0.42 -2.20 0.004
C 5.8385 4.6175 -2.1332 -1.15 -0.53 2.15 0.000
C 5.1776 4.9000 -3.2878 -1.02 -0.44 -2.08 0.000
C 4.0534 4.1245 -3.6766 0.32 -0.90 1.00 0.002
H 3.9317 2.0200 -1.2238 -0.41 -0.13 -0.03 0.000
H 5.7927 3.3573 -0.3707 -0.29 -0.07 0.18 -0.001
H 6.7098 5.1667 -1.8081 0.10 0.08 -0.13 0.000
H 5.5370 5.6155 -4.0125 0.20 0.17 0.08 0.000
H 3.5795 4.0255 -4.6419 0.15 1.31 -0.40 0.000
N 0.7667 -4.3173 -2.1535 -1.23 0.62 -2.12 0.000
C -0.0957 -3.6046 -2.9286 0.18 0.36 -0.14 0.000
C 0.2027 -2.9830 -4.1705 1.53 -1.09 1.25 0.011
C 1.5197 -3.1220 -4.6016 0.43 -0.63 0.88 0.004
C 2.4561 -3.9264 -3.8638 -1.90 1.30 -0.50 0.001
C 1.9695 -4.5223 -2.6979 0.35 0.11 0.10 0.000
H -1.1018 -3.4897 -2.5529 -0.04 0.01 0.32 0.003
H -0.4442 -2.3504 -4.7602 -0.46 -0.19 0.37 -0.005
H 1.7656 -2.5681 -5.4955 0.56 -0.14 -0.10 0.000
H 3.4950 -3.9354 -4.1586 -0.01 -0.43 -0.01 0.000
H 2.5433 -5.2284 -2.1161 0.61 0.13 -0.01 -0.002
N 1.2248 -1.6286 4.4120 0.88 -0.94 -1.16 -0.014
C 1.6796 -1.5624 3.1088 -0.18 -1.24 1.58 -0.011
C 2.4733 -2.5699 2.5412 -0.77 0.31 -0.06 0.001
C 2.7368 -3.6995 3.2646 0.21 0.12 1.13 0.000
C 2.2885 -3.7910 4.5927 -0.27 -0.05 -0.70 0.001
C 1.5109 -2.7604 5.1344 1.26 1.16 -1.79 0.004
H 1.3980 -0.7497 2.4557 -0.27 0.50 0.35 0.028
H 2.8008 -2.5522 1.5122 -0.06 0.50 -0.10 -0.003
H 3.3784 -4.4444 2.8175 -0.12 -0.36 0.14 0.000
H 2.5309 -4.7013 5.1209 -0.11 0.08 0.43 0.000
H 1.2869 -2.7485 6.1909 -0.49 0.01 0.01 0.001
N -0.6048 1.0297 1.2058 -1.00 0.51 0.67 0.236
C -1.0724 -0.1918 0.8106 -1.11 -0.01 0.54 0.154
C -0.4865 -1.0118 -0.0650 1.42 -0.20 -0.68 -0.128
C 0.6704 -0.5118 -0.7170 0.97 -1.02 -0.94 0.547
C 1.1668 0.7667 -0.4101 -0.57 0.38 1.22 -0.086
C 0.5035 1.4773 0.5761 1.05 -0.33 -0.66 0.156
H -2.0211 -0.5342 1.1968 -0.20 0.18 0.60 -0.010
H -0.7793 -2.0460 -0.1704 -0.28 0.03 -0.22 -0.008
H 1.3397 -1.1434 -1.2823 -0.18 -0.37 -0.30 0.083
H 2.1045 1.0725 -0.8499 -0.07 0.37 -0.02 -0.044
H 0.8767 2.4249 0.9355 0.17 0.23 -0.05 0.034
N -6.1153 0.8265 -1.3413 0.76 -0.80 0.75 0.000
C -6.5711 0.8777 -0.0580 0.87 0.83 -0.77 0.001
C -5.7701 1.1913 1.0229 0.46 -0.09 -0.10 0.003
C -4.4281 1.4027 0.7914 -0.19 -0.06 1.51 -0.012
C -3.9348 1.2177 -0.4547 1.46 0.12 -1.73 0.018
C -4.7450 0.8976 -1.5186 -2.99 0.54 1.05 0.005
H -7.6122 0.8372 0.2265 -0.50 -0.35 -1.01 0.000
H -6.1783 1.2930 2.0176 -0.14 -0.04 0.04 0.000
H -3.7659 1.6694 1.6019 0.19 0.10 0.04 -0.003
H -2.9014 1.4264 -0.6887 0.29 -0.26 0.33 -0.007
H -4.3657 0.8346 -2.5279 -0.10 -0.14 -0.07 0.001
C -4.7511 -3.3441 0.2750 0.50 0.68 -0.45 0.002
Cl -3.2285 -3.1580 -0.6533 -0.41 -0.16 0.41 0.004
Cl -6.1088 -3.0511 -0.8254 -0.04 -0.26 0.19 0.000
Cl -4.7914 -2.1361 1.5843 0.05 -0.64 -0.20 0.000
H -4.7756 -4.3657 0.6542 -0.16 0.37 0.07 0.000
C -0.8926 0.9315 4.5117 0.09 -0.65 -0.57 0.015
Cl -1.8216 2.4229 4.2136 -0.13 -0.56 0.18 0.002
Cl -1.7063 -0.6093 4.0398 -0.27 1.07 0.37 0.006
Cl -0.3857 0.8322 6.2169 -0.07 0.17 -0.36 0.003
H -0.0512 0.9823 3.8206 0.03 0.03 0.36 -0.005
C -1.3198 5.0730 0.4086 -0.57 -0.51 -0.81 0.000
Cl -2.8431 4.2776 -0.1155 0.28 0.39 0.35 0.001
Cl -1.5147 6.8440 0.3179 0.11 -0.32 0.35 0.003
Cl -0.0477 4.5387 -0.6862 0.10 0.23 0.21 0.011
H -1.1211 4.7121 1.4177 0.08 0.37 -0.16 0.002
```
Forces are in eV/Å.

***

3.
DFT (wB97M-V/def2-TZVPD) results for a 2-piece molecular cluster, C15H18O overall at a distorted geometry.

HOMO level = -8.62 eV
Largest force on an atom = 0.166 hartree/bohr
Energy above the lowest of the compared OMol25 structures with the same formula, charge and spin = 373.68 kJ/mol
Net charge = 0
SMILES = CCc1ccc(O)cc1.Cc1ccccc1
Orbital gap = 9.280 eV

```
34
Properties=species:S:1:pos:R:3:forces:R:3:lowdin_charge:R:1
C -2.4810 -1.9791 -1.4649 1.24 -2.19 1.43 -0.239
C -3.6476 -2.0049 -2.4538 -1.64 -2.07 0.06 -0.126
C -1.8605 -0.6169 -1.0965 -2.37 -1.63 1.94 -0.225
C -1.3248 0.1140 -2.1259 -1.51 -1.27 0.55 -0.055
C -2.0893 -0.0760 0.2215 2.03 2.55 -3.33 -0.011
C -0.9131 1.3837 -1.9677 -0.99 -1.27 1.92 -0.018
C -1.7080 1.2919 0.3000 -0.20 -0.97 0.88 -0.014
C -1.1126 1.9544 -0.7680 0.82 1.54 2.22 -0.330
O -0.6649 3.2689 -0.6259 2.06 1.07 2.31 -0.033
H -2.8780 -2.5533 -0.5651 0.56 1.25 -0.56 0.109
H -1.6491 -2.7324 -1.7311 -0.98 1.35 -0.28 0.124
H -4.6035 -2.3653 -1.8640 1.49 1.54 -1.27 0.103
H -1.5302 -0.2860 -3.0770 0.70 -0.61 -1.33 0.109
H -2.4241 -0.5841 1.0817 -0.59 -0.73 0.53 0.094
H -0.3987 1.8216 -2.6859 1.98 2.44 -3.24 0.084
H -1.7899 1.8598 1.2308 -0.09 -0.26 -0.19 0.117
H 0.0372 3.4773 0.1554 -2.72 -1.42 -2.67 0.183
H -3.5776 -2.8520 -3.1801 0.40 0.55 0.46 0.068
H -3.7743 -1.1275 -3.0927 -0.25 0.13 0.56 0.063
C 0.8405 -1.1439 1.8280 -3.98 -3.25 1.84 -0.110
C 2.9926 -0.6409 0.7858 0.18 2.86 2.99 0.017
C 1.9411 -0.2635 1.8686 6.13 -1.40 -5.79 -0.274
C 4.0852 0.2410 0.6103 -0.57 -4.84 -2.23 -0.114
C 4.2056 1.3747 1.3338 -1.96 -1.12 0.47 -0.138
C 2.1368 0.9488 2.4488 -2.12 0.52 1.86 -0.067
C 3.2674 1.7537 2.2355 -0.73 -0.82 -0.39 -0.077
H 3.0704 -1.5701 0.2477 -0.76 -0.29 0.07 0.088
H 4.8705 -0.1890 -0.1398 -1.24 1.46 1.42 0.134
H 0.7423 -2.2847 1.7009 2.08 1.31 -0.59 0.121
H 0.1119 -0.8497 1.0828 -0.46 0.54 0.28 0.055
H 4.9794 1.9424 1.0980 3.42 2.81 -0.52 0.060
H 1.2550 1.2303 3.1119 1.49 0.16 -0.54 0.133
H 3.4521 2.6958 2.6568 -0.41 1.08 1.03 0.089
H 0.4392 -1.2389 2.8401 -1.02 0.96 0.12 0.082
```
Forces are in eV/Å.

***

4.
DFT (wB97M-V/def2-TZVPD) results for C18H35N2STl as an isolated structure at a distorted geometry.

HOMO level (spin up / spin down) = -13.99 / -13.97 eV
Largest force on an atom = 0.111 hartree/bohr
Energy above the lowest of the compared OMol25 structures with the same formula, charge and spin = 227.36 kJ/mol
Net charge = +2
Orbital gap (spin up / spin down) = 5.505 / 5.302 eV

```
57
Properties=species:S:1:pos:R:3:forces:R:3:lowdin_charge:R:1
C 1.3259 2.7277 -1.3500 -0.46 -0.74 -2.04 -0.333
H 2.1605 3.0062 -0.7716 1.53 0.34 0.47 0.034
H 1.6107 1.8084 -1.9938 -0.63 2.67 -0.38 0.058
H 1.1851 2.0850 1.9058 -0.58 0.43 -1.11 -0.070
C 0.3716 3.9701 -1.4677 -1.83 -2.52 -1.07 -0.367
H -0.6481 3.5768 -1.8192 1.27 0.61 0.18 0.121
H 0.1338 4.4100 -0.4954 0.49 -0.16 0.19 0.103
C 0.9009 4.9702 -2.4142 2.69 1.13 0.39 -0.107
H 0.1445 5.6959 -2.6282 -0.20 0.57 -0.36 0.082
H 1.8391 5.4899 -1.9751 -1.62 -0.59 -0.55 0.129
H 1.2907 4.4853 -3.3024 -0.35 0.07 -0.40 0.084
C -1.0744 -2.3004 -0.3594 0.73 -0.61 0.57 -0.131
C -1.6835 -1.4013 -1.2578 -0.21 0.33 -0.62 -0.119
C -0.6742 -0.9458 -2.1781 -0.94 0.22 -0.04 -0.147
C 0.5496 -1.5533 -1.8081 0.72 0.02 -0.41 -0.158
C 0.3262 -2.3960 -0.6997 -0.77 -0.35 0.95 -0.131
C 1.3238 -3.2226 0.0304 -0.27 0.36 -0.47 0.014
C 1.8387 -1.3649 -2.5142 0.29 0.12 0.29 0.019
C -0.8966 -0.0656 -3.3553 -0.01 0.14 0.37 0.016
C -3.1254 -1.0364 -1.2731 0.66 0.09 0.08 0.024
C -1.7575 -3.0434 0.7411 0.41 0.57 -0.32 0.007
Tl 0.5104 1.6788 0.1730 0.05 -1.04 5.61 0.972
H 2.6715 -1.7065 -1.8938 -0.07 0.08 -0.20 0.091
H 1.8665 -1.9366 -3.4469 -0.05 0.04 -0.02 0.124
H 2.0116 -0.3115 -2.7722 -0.07 -0.24 -0.06 0.084
H 2.2947 -3.0988 -0.4253 0.31 -0.13 0.06 0.081
H 1.3757 -2.9248 1.0773 -0.06 -0.02 0.08 0.075
H 1.0482 -4.2727 -0.0216 -0.05 -0.20 0.08 0.116
H -2.6471 -2.5075 1.0509 -0.19 -0.02 0.08 0.082
H -2.0570 -4.0278 0.3927 -0.07 -0.27 -0.09 0.118
H -1.0965 -3.1609 1.5985 0.02 -0.08 -0.05 0.083
H -3.2948 -0.1776 -1.9079 -0.18 0.12 -0.11 0.082
H -3.7210 -1.8659 -1.6449 -0.16 -0.18 -0.04 0.121
H -3.4575 -0.8060 -0.2645 -0.17 -0.02 0.12 0.097
H -0.0978 0.6768 -3.4504 -0.04 -0.10 -0.10 0.086
H -0.9129 -0.6556 -4.2747 0.04 -0.01 -0.06 0.121
H -1.8486 0.4603 -3.2782 0.09 -0.03 -0.10 0.087
C -2.2174 0.3855 3.5731 -0.56 -0.11 -0.30 -0.083
N -1.0160 0.2403 4.4048 -0.04 0.03 -0.75 -0.162
C -1.1223 0.7801 5.7882 -0.20 -0.03 -0.69 -0.006
C 0.1420 -0.0966 3.7840 -0.05 1.39 2.99 -0.694
S 0.2221 -0.3941 2.1361 -0.36 -1.30 -1.89 0.632
N 1.2782 -0.1161 4.5565 -0.40 -1.03 -0.32 -0.180
C 1.3672 -0.7382 5.9279 0.02 0.70 -0.69 -0.008
C 2.5496 -0.1522 3.8479 0.84 0.08 -0.50 -0.111
H -3.0639 0.6774 4.2199 0.49 -0.22 -0.39 0.100
H -2.4718 -0.5645 3.0546 0.19 0.56 0.41 0.078
H -2.0733 1.1622 2.7873 -0.09 -0.43 0.60 0.080
H -1.2697 -0.0184 6.5058 0.01 -0.04 0.13 0.091
H -0.2368 1.3567 6.0265 0.12 0.04 0.06 0.097
H -2.0033 1.4300 5.8271 0.36 -0.11 -0.06 0.099
H 2.0873 -1.5537 5.9011 0.01 -0.01 -0.15 0.098
H 1.7301 0.0305 6.6127 -0.08 -0.19 0.08 0.104
H 0.4188 -1.1307 6.2651 -0.08 0.00 -0.08 0.076
H 2.7326 -1.1202 3.3254 -0.15 0.48 0.49 0.090
H 2.5592 0.6397 3.0770 0.16 -0.38 0.52 0.045
H 3.3720 0.0229 4.5682 -0.54 -0.03 -0.38 0.110
```
Forces are in eV/Å.